2 unconnected molecules or ions with the total composition CH5IN2, computed with wB97M-V/def2-TZVPD.

LUMO level (spin up / spin down) (eV): 0.06 / -0.14
E (Ha): -448.117263
Orbital gap (spin up / spin down) (hartree): 0.3083 / 0.2951
Molar mass (g mol⁻¹): 171.97

```
! RIJCOSX wB97M-V def2-TZVPD def2/J DEFGRID3
* xyz 0 1
I -2.46 -0.11 -0.40
N -0.30 1.65 0.60
N -0.66 0.87 -0.48
C 0.88 -1.30 -0.40
H 1.63 -0.96 -1.02
H 0.27 -2.12 -0.89
H 0.66 1.73 0.49
H 0.73 -1.10 0.58
H -0.75 1.34 1.52
*
```